179
Properties=species:S:1:pos:R:3 method="wB97M-V/def2-TZVPD" de_lowest_kcal_mol=103.25 charge=0 e_lumo_ev=-4.5
Hg 2.082 -2.871 -0.268
Hg -2.721 4.820 -1.514
C -0.622 -6.408 0.625
C 0.072 -5.252 0.182
C -0.521 -4.472 -1.084
O 0.151 -3.440 -1.393
C -1.667 -4.959 -1.703
C -2.235 -6.190 -1.280
C -1.732 -6.935 -0.077
O -2.335 -7.895 0.386
O -3.209 -6.582 -1.885
O 1.151 -4.899 0.711
H -0.281 -6.887 1.533
H -2.099 -4.425 -2.537
C -0.856 0.287 1.089
C -1.210 1.515 0.541
C -0.678 1.929 -0.817
O -1.109 2.949 -1.452
C 0.279 1.184 -1.461
C 0.738 -0.046 -0.903
C 0.085 -0.543 0.443
O 0.394 -1.705 0.769
O 1.681 -0.720 -1.376
O -1.974 2.287 1.165
H -1.062 0.035 2.120
H 0.627 1.330 -2.478
C 3.562 -4.745 -4.041
C 3.096 -4.548 -2.614
C 4.193 -4.946 -1.591
O 3.802 -4.639 -0.270
C 4.817 -4.958 0.659
N 2.736 -3.117 -2.451
H 2.835 -4.291 -4.729
H 3.550 -5.777 -4.400
H 4.468 -4.196 -4.301
H 2.295 -5.197 -2.250
H 5.134 -4.480 -1.919
H 4.315 -6.026 -1.738
H 4.748 -4.330 1.545
H 5.809 -4.892 0.218
H 4.585 -5.938 1.089
H 1.947 -2.959 -3.088
H 3.464 -2.519 -2.851
C -4.241 1.184 -1.583
C -4.926 2.526 -1.486
C -6.376 2.455 -1.045
O -7.126 1.770 -1.991
C -8.501 1.755 -1.670
N -4.142 3.373 -0.453
H -4.817 0.547 -2.260
H -4.080 0.615 -0.665
H -3.247 1.275 -2.027
H -4.857 3.132 -2.390
H -6.755 3.464 -0.824
H -6.421 1.881 -0.103
H -8.593 1.228 -0.713
H -9.076 1.194 -2.402
H -8.930 2.760 -1.634
H -4.945 3.697 0.100
H -3.635 2.741 0.201
C -4.411 3.166 4.817
C -3.198 2.344 4.352
C -2.363 1.774 5.457
O -1.673 2.797 6.129
C -0.835 2.343 7.147
N -3.812 1.250 3.562
H -4.926 3.623 3.964
H -4.083 3.912 5.541
H -5.212 2.530 5.195
H -2.608 2.885 3.602
H -1.577 1.200 4.924
H -2.825 1.003 6.082
H -1.213 1.410 7.584
H -0.717 3.011 8.003
H 0.189 2.161 6.793
H -3.098 0.552 3.369
H -4.217 1.540 2.687
C -3.484 6.414 2.297
C -2.777 6.562 0.958
C -1.859 7.784 0.849
O -1.861 8.172 -0.504
C -1.128 9.358 -0.713
N -1.872 5.361 0.743
H -4.235 5.621 2.289
H -4.062 7.323 2.503
H -2.838 6.231 3.159
H -3.596 6.624 0.233
H -0.866 7.513 1.230
H -2.213 8.604 1.489
H -0.059 9.346 -0.482
H -1.575 10.190 -0.158
H -1.227 9.574 -1.776
H -1.061 5.663 1.271
H -2.215 4.522 1.217
C 3.480 -1.504 4.141
C 3.322 -1.602 2.635
C 4.586 -1.332 1.834
O 4.310 -1.505 0.452
C 5.389 -1.064 -0.357
N 2.628 -2.862 2.213
H 3.843 -0.530 4.484
H 4.150 -2.263 4.555
H 2.514 -1.572 4.646
H 2.552 -0.858 2.390
H 5.410 -1.971 2.172
H 4.768 -0.255 1.943
H 6.354 -1.473 -0.044
H 5.420 0.024 -0.460
H 5.158 -1.518 -1.323
H 1.717 -2.894 2.690
H 3.194 -3.534 2.738
C -2.222 -0.913 -3.803
C -1.255 -1.878 -4.479
C -1.072 -1.479 -5.950
O -2.208 -1.689 -6.749
C -1.834 -1.783 -8.112
N 0.086 -1.811 -3.867
H -3.241 -0.972 -4.185
H -1.900 0.111 -4.044
H -2.159 -0.935 -2.712
H -1.593 -2.912 -4.388
H -0.091 -1.886 -6.226
H -0.876 -0.391 -5.909
H -1.592 -2.834 -8.308
H -0.917 -1.246 -8.393
H -2.572 -1.375 -8.801
H 0.315 -0.876 -3.512
H -0.108 -2.199 -2.929
C 4.526 2.714 1.335
C 3.196 2.159 0.849
C 2.084 2.391 1.872
O 2.435 1.743 3.060
C 1.373 1.605 3.990
N 2.815 2.693 -0.455
H 4.453 3.786 1.539
H 5.304 2.522 0.595
H 4.784 2.288 2.305
H 3.310 1.064 0.822
H 1.219 1.918 1.388
H 1.868 3.459 1.996
H 1.739 1.507 5.008
H 0.929 0.624 3.756
H 0.607 2.365 3.833
H 3.557 2.354 -1.070
H 1.996 2.182 -0.815
C -0.692 -1.806 5.600
C -1.176 -2.731 4.491
C -2.534 -2.227 3.980
O -3.421 -3.094 3.281
C -2.849 -3.765 2.188
N -0.146 -2.909 3.468
H -1.319 -1.760 6.491
H -0.549 -0.819 5.146
H 0.260 -2.158 6.005
H -1.286 -3.731 4.931
H -2.258 -1.459 3.234
H -3.156 -1.768 4.747
H -3.645 -4.256 1.631
H -2.132 -4.523 2.516
H -2.298 -3.163 1.449
H -0.165 -2.206 2.726
H -0.376 -3.737 2.925
C 2.845 1.497 -5.138
C 3.254 0.316 -4.288
C 4.446 -0.371 -4.949
O 4.992 -1.388 -4.141
C 6.199 -1.927 -4.656
N 3.674 0.688 -2.915
H 1.974 2.013 -4.718
H 2.574 1.218 -6.158
H 3.578 2.308 -5.150
H 2.424 -0.403 -4.237
H 5.224 0.368 -5.188
H 4.082 -0.747 -5.918
H 6.889 -1.095 -4.850
H 5.997 -2.467 -5.580
H 6.665 -2.462 -3.832
H 4.181 -0.145 -2.620
H 2.862 0.606 -2.293

=====

10
Properties=species:S:1:pos:R:3 method="wB97M-V/def2-TZVPD" de_lowest_kcal_mol=61.82 charge=0 e_lumo_ev="-1.7 / -1.8"
C -0.068 -0.186 -0.849
C 1.018 -0.373 0.186
N -2.543 0.570 0.047
S -1.761 -0.733 -0.333
S -0.084 -1.353 -2.238
H -0.161 0.845 -1.185
H 1.374 -1.401 0.186
H 0.639 -0.126 1.176
H 1.859 0.282 -0.043
H -3.548 0.472 -0.001

=====

95
Properties=species:S:1:pos:R:3 method="wB97M-V/def2-TZVPD" s_squared=8.763 spin_multiplicity=6 charge=+1 e_lumo_ev="-2.1 / -3.4"
C -0.988 1.985 -1.648
C -1.448 -0.338 -1.849
C -1.697 2.248 -2.825
C -2.151 -0.118 -3.046
C -2.294 1.185 -3.525
H -1.765 3.274 -3.196
H -2.582 -0.969 -3.581
H -2.851 1.378 -4.447
N -0.906 0.712 -1.159
P 1.298 2.300 -0.075
P -1.219 -1.681 0.594
C -0.230 3.052 -0.895
H -0.023 3.916 -1.550
H -0.837 3.409 -0.041
C 1.439 -0.135 2.111
O 2.171 -0.422 2.986
C -1.111 -1.696 -1.313
H -1.707 -2.476 -1.809
C -0.603 -3.416 1.169
C -3.090 -1.516 0.986
C 2.609 2.182 -1.465
C 1.843 3.636 1.184
C 0.843 -3.277 1.697
H 0.847 -2.907 2.733
H 1.309 -4.281 1.688
H 1.456 -2.593 1.096
C -1.445 -3.938 2.351
H -1.382 -3.263 3.221
H -2.504 -4.096 2.095
H -1.029 -4.915 2.658
C -0.641 -4.434 0.014
H -0.698 -5.456 0.435
H -1.509 -4.295 -0.649
H 0.274 -4.379 -0.594
C -3.299 -1.479 2.517
H -2.368 -1.213 3.040
H -4.048 -0.698 2.746
H -3.675 -2.428 2.923
C -3.594 -0.165 0.428
H -2.852 0.637 0.556
H -3.868 -0.230 -0.635
H -4.501 0.119 0.992
C -3.933 -2.636 0.345
H -3.339 -3.296 -0.308
H -4.363 -3.264 1.147
H -4.773 -2.228 -0.243
C 3.101 3.125 1.919
H 3.451 3.911 2.613
H 2.873 2.225 2.514
H 3.931 2.893 1.233
C 0.733 3.817 2.236
H -0.256 3.990 1.782
H 0.658 2.943 2.899
H 0.980 4.704 2.850
C 2.099 5.010 0.529
H 1.416 5.182 -0.322
H 1.895 5.801 1.275
H 3.131 5.140 0.178
C 1.865 1.694 -2.723
H 1.248 2.489 -3.175
H 2.611 1.380 -3.476
H 1.231 0.826 -2.494
C 3.608 1.083 -1.035
H 3.446 0.172 -1.639
H 4.638 1.448 -1.212
H 3.519 0.830 0.033
C 3.344 3.484 -1.828
H 2.643 4.312 -2.033
H 4.055 3.808 -1.052
H 3.925 3.308 -2.753
Mn 0.240 0.254 0.651
N 1.198 -1.058 -0.814
C 0.458 -1.786 -1.548
C 1.013 -2.650 -2.722
C -0.059 -3.493 -3.439
C 1.645 -1.692 -3.757
C 2.126 -3.571 -2.174
H -0.563 -4.202 -2.759
H -0.831 -2.856 -3.907
H 0.412 -4.086 -4.243
H 2.482 -1.144 -3.298
H 2.024 -2.263 -4.624
H 0.906 -0.957 -4.123
H 1.982 -4.604 -2.538
H 3.108 -3.204 -2.515
H 2.130 -3.595 -1.071
C -1.110 1.603 5.331
C -2.021 2.007 4.172
C -1.422 1.541 2.922
N -0.866 1.215 1.959
H -0.990 0.498 5.370
H -1.539 1.948 6.294
H -0.104 2.063 5.211
H -3.025 1.552 4.297
H -2.110 3.113 4.148

=====

14
Properties=species:S:1:pos:R:3 method="wB97M-V/def2-TZVPD" de_lowest_kcal_mol=86.09 s_squared=2.007 spin_multiplicity=3 charge=+1 e_lumo_ev="-3.9 / -9.7"
C 0.729 -0.684 -0.021
C -0.727 0.307 0.227
N 0.306 -1.803 -0.876
Si -0.282 2.071 0.783
H 1.397 0.094 -0.406
H 1.011 -0.969 1.090
H -1.249 0.299 -0.727
H -1.477 -0.167 0.907
H -0.638 -2.302 -0.638
H 1.040 -2.483 -1.037
H 0.285 -1.421 -1.914
H -1.492 2.779 0.660
H 0.949 2.582 0.035
H 0.165 2.251 2.132